No. 1
ORCA calculation (ωB97M-V/def2-TZVPD) on a 7-piece molecular cluster, C23H57NO9PS7 overall in a non-equilibrium geometry.

Last column: Mulliken spin population.
Cartesian coordinates (Å):
C: 2.322 0.080 1.788  -0.02
H: 2.601 4.106 1.989  0.00
P: -2.197 -0.149 3.200  -0.01
O: -4.832 -2.156 1.163  0.00
O: -1.005 -4.671 5.066  0.00
C: 2.404 2.666 -9.168  0.00
H: -0.835 -2.289 -1.681  0.00
H: -6.016 4.443 -5.139  0.00
H: -8.247 -1.879 2.142  0.00
C: -0.555 -2.634 -0.691  0.02
H: -6.959 2.945 -4.855  0.00
H: 4.099 3.474 3.861  0.00
C: 1.232 -1.003 1.707  0.01
H: -6.448 3.384 -6.504  0.00
C: 0.457 -0.967 3.024  0.03
O: 4.568 2.166 1.427  0.00
H: 1.495 3.229 -9.367  0.00
H: 5.134 4.916 3.610  0.00
H: -1.204 -3.481 -0.477  0.00
H: 2.793 0.250 0.832  0.00
H: -2.253 0.111 0.467  0.01
H: -6.845 -3.109 3.939  0.00
O: 6.728 1.865 5.008  0.00
C: 4.839 0.123 5.607  0.00
H: 3.844 0.474 -8.193  0.00
S: 6.590 0.421 5.342  0.00
H: 4.107 0.879 -6.477  0.00
H: 6.539 0.956 7.675  0.00
H: 6.877 -0.781 7.387  0.00
H: 4.697 -0.893 5.976  0.00
C: -1.996 -0.729 -0.167  -0.02
H: 8.151 0.434 7.122  0.00
H: 4.337 0.238 4.648  0.00
O: 0.643 -4.004 3.657  0.00
C: -6.015 -3.259 3.249  0.00
N: 0.350 -0.686 0.567  0.38
H: 3.274 3.285 -9.388  0.00
H: -7.552 -1.203 0.649  0.00
C: 7.083 0.239 7.060  0.00
S: 4.913 3.599 1.629  0.00
C: -1.186 -2.428 4.274  0.00
C: -6.175 3.411 -5.451  0.00
H: 5.869 3.289 3.774  0.00
H: 1.391 -3.096 1.027  -0.01
H: -0.763 1.185 -5.562  0.00
C: -1.232 -2.323 1.689  0.02
H: 1.906 0.996 2.186  0.00
H: -3.279 -0.355 2.337  0.00
H: -7.530 -2.966 0.910  0.00
H: -5.089 -3.358 3.811  0.00
H: 1.036 -1.505 3.767  0.00
H: -1.698 -0.320 -1.127  0.01
O: -4.964 1.061 -5.532  0.00
H: -4.424 3.720 -3.221  0.00
C: 3.395 4.531 1.375  0.00
C: -0.991 -1.571 3.006  -0.02
H: 3.048 -0.266 2.521  0.00
H: 3.126 4.457 0.324  0.00
S: -2.815 0.180 5.038  0.00
O: 1.307 1.250 -7.225  0.00
H: 0.547 -1.526 -6.305  0.00
H: 1.198 -0.285 -5.202  0.00
H: 2.416 1.758 -9.772  0.00
C: -0.535 -3.797 4.339  0.00
S: -5.860 -1.822 2.184  0.00
H: -0.722 -3.278 1.686  0.00
H: 0.493 -4.638 2.954  0.00
H: -2.469 0.699 -5.347  0.00
H: -2.851 -1.375 -0.309  0.00
H: -0.827 -1.872 5.133  0.00
H: 2.876 -2.106 0.892  -0.01
C: -4.536 2.665 -3.473  0.00
O: -0.809 -0.395 -3.213  0.00
C: -1.479 0.370 -5.655  0.00
C: 1.994 -2.323 1.482  0.03
H: 0.485 -2.934 -0.700  0.00
H: 3.566 5.575 1.638  0.00
C: -0.847 -1.555 0.384  0.03
H: -3.661 2.113 -3.135  0.00
C: 0.636 -1.213 -5.266  0.00
S: 2.410 2.229 -7.426  0.00
H: -2.295 -2.546 1.596  0.00
H: 4.762 1.946 -7.742  0.00
S: -4.646 2.487 -5.257  0.00
O: 0.146 0.565 0.404  0.54
H: -6.177 -4.148 2.639  0.00
H: -1.513 0.018 -6.685  0.00
H: 0.405 0.062 3.374  0.00
H: -2.243 -2.628 4.406  0.00
S: -1.001 -0.973 -4.572  0.00
C: -7.463 -1.991 1.393  0.00
H: -5.433 2.254 -3.011  0.00
H: 2.327 -2.679 2.449  0.00
H: 4.448 0.849 6.320  0.00
C: 5.012 3.852 3.398  0.00
H: 1.131 -1.992 -4.687  0.00
C: 3.938 1.286 -7.472  0.00
H: -1.520 0.994 2.752  0.00

Values from the calculation:
- multiplicity = 2
- <S²> = 0.75
- HOMO-LUMO gap (alpha / beta) (eV) = 8.2 / 8.8
- HOMO energy (alpha / beta) (hartree) = -0.2813 / -0.3039
- total charge = 0

No. 2
ORCA calculation (ωB97M-V/def2-TZVPD) on a 6-piece molecular cluster, C23H58FNO12S2 overall in a non-equilibrium geometry.

Last column: Mulliken charge in e.
Cartesian coordinates (Å):
H: 2.664 -3.852 -0.909  0.25
C: 2.825 -3.901 0.168  -0.64
C: -2.634 -6.112 4.294  -0.28
C: 5.328 1.260 -0.343  -0.49
H: 4.994 0.942 0.651  0.37
C: -0.235 2.359 5.728  -1.04
C: 1.490 1.913 -7.729  -0.68
H: 0.936 2.659 -8.300  0.25
H: 7.829 4.214 -1.214  0.32
H: -5.357 -6.634 2.955  0.29
H: -1.302 2.674 5.667  0.24
O: -3.148 -5.306 3.240  -0.35
H: 0.642 0.333 5.709  0.45
C: 1.111 0.174 -6.172  -0.54
S: 1.283 2.425 1.609  -0.16
H: -5.933 -8.203 3.588  0.32
H: -0.244 2.890 -5.644  0.36
C: 0.702 0.674 -4.796  -0.44
C: 0.345 0.881 3.619  -0.66
H: 6.081 4.002 -1.514  0.30
C: 0.549 -4.278 2.502  -0.24
H: -3.261 6.022 -2.502  0.38
H: -3.316 -3.437 4.107  0.27
C: 1.882 -4.886 2.100  -0.61
O: -2.111 4.278 -2.448  -0.15
H: -1.520 6.236 -2.163  0.30
O: 4.365 2.190 -0.825  -0.26
H: -2.970 -8.003 5.238  0.39
C: -0.290 -2.726 0.928  -0.83
H: 2.049 2.420 -6.940  0.26
H: -5.872 3.181 -3.408  0.32
C: 0.316 3.007 -4.713  -0.84
H: -0.089 -1.723 0.550  0.21
H: -2.069 5.808 -3.797  0.24
C: 4.096 2.031 -2.212  -0.79
H: -4.653 -4.560 4.486  0.43
O: 1.255 1.955 -4.520  -0.26
H: -0.388 0.692 -4.695  0.29
C: -3.954 -4.236 3.713  -0.80
H: -2.713 4.781 -0.517  0.29
H: 2.566 -2.934 0.604  0.22
H: -0.023 -3.452 0.158  0.46
H: -3.985 2.391 -1.983  0.35
H: -2.595 -5.547 5.231  0.36
H: -1.993 3.185 -0.738  0.18
H: 2.715 -4.333 2.547  0.32
C: -4.038 3.278 -1.343  -0.51
C: -3.441 -7.390 4.463  -0.69
H: 1.926 -5.915 2.472  0.37
H: -5.738 4.942 -3.598  0.25
C: -2.667 3.914 -1.185  -0.22
H: -1.359 -2.806 1.153  0.25
H: 0.463 -4.309 3.593  0.30
H: -1.609 -6.379 4.020  0.29
F: -1.643 4.031 2.334  -0.29
O: 0.463 -2.909 2.120  -0.22
H: -3.451 -7.971 3.536  0.35
O: -4.993 4.208 -1.847  -0.39
H: 6.673 2.761 0.453  0.32
H: 3.442 1.167 -2.363  0.29
C: -5.712 -7.161 3.843  -0.69
C: -5.226 4.049 -3.237  -0.65
H: -0.075 -0.020 3.105  0.31
H: 3.578 2.924 -2.561  0.25
H: 1.454 0.723 3.654  0.50
H: 5.010 1.908 -2.797  0.36
O: -2.464 1.910 3.363  -0.58
H: -6.629 -6.684 4.189  0.24
H: 2.187 1.403 -8.403  0.33
H: -0.379 3.045 -3.869  0.33
H: -4.296 3.930 -3.798  0.24
C: 6.703 1.895 -0.216  -0.53
H: -0.286 -4.849 2.085  0.24
H: 0.716 -0.837 -6.310  0.39
H: 2.201 0.123 -6.262  0.30
H: 3.882 -4.117 0.356  0.33
H: 0.016 2.276 6.817  0.37
C: -2.257 5.660 -2.733  -0.91
S: -1.465 2.394 2.396  1.17
C: -0.137 0.892 5.128  -0.46
H: 0.833 1.836 0.435  0.15
H: 7.390 1.161 0.218  0.37
H: 1.097 -0.014 -4.041  0.38
O: 0.557 0.979 -7.206  -0.39
H: 5.364 0.373 -0.984  0.33
N: 0.143 2.169 2.893  0.00
O: 7.231 2.256 -1.486  -0.38
H: 7.244 3.787 -2.835  0.25
H: -4.393 2.960 -0.358  0.30
O: -1.750 1.892 1.036  -0.54
H: -4.523 -3.843 2.870  0.24
C: 7.080 3.639 -1.767  -0.72
H: -1.088 0.319 5.267  0.25
H: 0.867 3.948 -4.754  0.27
H: 0.477 3.069 5.254  0.26
O: -4.766 -7.116 4.902  -0.37
O: 2.022 -4.951 0.686  -0.39

Values from the calculation:
- SMILES = CCCN(S)S(=O)(=O)F.COCCOC.COCCOC.COCCOC.COCCOC.COCCOC
- HOMO-LUMO gap (eV) = 9.3
- HOMO energy (hartree) = -0.3311
- total charge = 0

No. 3
ORCA calculation (ωB97M-V/def2-TZVPD) on a 4-piece molecular cluster, C23H60F9N10O5P3S overall in a non-equilibrium geometry.

Last column: Mulliken charge in e.
Cartesian coordinates (Å):
P: -5.388 0.455 1.706  0.53
H: -7.279 -1.209 3.379  0.32
H: -3.227 -2.389 1.263  0.35
H: -4.166 1.804 -5.882  0.23
C: 8.400 2.158 3.298  -1.06
H: -1.824 1.933 -7.169  0.33
H: -2.512 -2.888 -7.416  0.19
C: -6.288 -2.166 1.010  -1.03
H: 6.806 4.097 1.113  0.32
O: 6.763 0.895 -0.528  -0.83
H: -0.209 -2.094 -4.061  0.30
H: 4.501 0.735 0.060  0.37
H: -4.616 -2.147 -5.793  0.17
C: -3.155 -1.293 1.208  -0.36
H: 1.052 2.263 4.181  0.31
H: -5.949 -2.789 1.850  0.28
C: -1.346 3.384 5.003  0.58
N: -1.993 -0.201 -7.152  0.07
H: -4.056 -0.118 4.108  0.37
H: 0.086 3.537 6.238  0.34
C: -4.244 1.121 -5.022  -1.30
H: 8.312 1.156 3.706  0.31
H: 9.449 2.318 3.010  0.29
H: -5.647 3.042 0.588  0.32
H: -1.653 -3.058 -3.711  0.32
C: -1.244 1.038 -7.428  -0.98
N: -0.899 2.873 3.783  -0.23
H: 4.881 -0.328 3.307  0.03
F: 1.124 -0.825 5.045  -0.31
O: -2.457 3.189 5.411  -0.51
N: 5.837 0.616 1.701  0.40
H: -5.438 0.784 -2.008  0.35
C: 4.768 0.060 0.866  -0.39
C: -4.934 -1.137 -5.550  -0.88
H: -0.315 1.054 -6.850  0.31
O: -1.835 -0.415 -3.935  -0.79
H: -5.274 1.151 -4.665  0.46
H: -8.494 -1.430 2.107  0.34
H: -5.547 -2.234 0.219  0.30
H: -5.557 -1.205 -4.649  0.22
H: -5.582 -0.806 -6.374  0.39
F: -0.435 -1.623 3.817  -0.24
H: -3.232 -3.512 -5.898  0.33
C: -5.167 2.405 -0.147  -0.95
C: 1.199 -0.195 2.818  1.21
H: -1.673 -4.056 -6.475  0.40
C: 9.058 -0.629 1.743  -0.86
H: -5.536 2.720 -1.125  0.35
N: -1.627 -2.139 -5.633  0.22
P: -2.125 -0.511 -5.414  0.54
H: -0.915 0.389 2.713  -0.48
F: 0.701 -3.748 4.408  -0.33
H: 5.057 -0.906 0.433  0.29
H: -0.969 1.104 -8.482  0.33
H: 9.368 1.319 -0.843  0.29
H: -3.284 -1.028 0.162  0.06
H: -2.954 -1.410 3.664  0.27
C: 0.061 0.847 2.843  -0.78
H: -7.202 -2.612 0.609  0.44
C: -3.948 -1.005 3.476  -1.14
P: 7.149 1.338 0.863  0.64
O: -4.761 1.699 2.291  -0.79
H: -8.023 0.196 2.589  0.32
H: -0.409 -3.654 -4.819  0.36
H: -4.685 -1.750 3.812  0.25
H: 6.364 0.417 3.752  0.14
H: -2.641 -0.356 -9.103  0.43
H: 3.865 -0.093 1.449  -0.25
H: 9.886 -0.397 2.430  0.37
H: -4.049 0.087 -1.211  0.39
H: -4.086 2.593 -0.119  0.31
C: 9.744 1.057 0.150  -1.11
H: -1.684 2.536 3.243  0.25
N: -4.128 -0.671 2.074  0.41
H: -5.657 -0.706 -1.190  0.16
S: 1.848 -2.940 3.653  1.44
H: 8.170 2.841 4.120  0.44
H: 9.393 -1.446 1.091  0.32
H: -3.778 0.527 -8.069  0.28
C: -0.946 -2.761 -4.495  -0.99
N: 8.677 0.538 0.987  0.14
C: 0.860 -1.322 3.825  0.50
F: 1.132 -3.262 2.288  -0.29
N: -3.830 -0.226 -5.370  0.46
H: 6.366 -1.115 2.821  0.24
F: 2.663 -4.281 3.511  -0.31
N: -5.478 0.993 0.081  0.26
F: 2.537 -2.734 5.067  -0.33
F: 3.037 -2.185 2.949  -0.21
O: -0.462 4.140 5.726  -0.48
C: 0.090 1.780 4.035  -0.53
C: -3.076 -0.319 -8.101  -1.05
N: 7.467 2.423 2.227  0.07
H: -3.617 1.520 -4.219  0.34
N: -6.591 -0.806 1.393  0.10
H: -2.127 -1.020 1.481  -0.16
C: -5.128 0.242 -1.112  -1.04
H: -3.648 -1.235 -7.988  0.31
H: 10.534 0.321 0.008  0.41
H: 8.572 3.978 1.258  0.33
H: 8.251 -1.022 2.354  0.20
H: 0.228 1.465 1.961  0.54
C: 5.891 -0.135 2.941  -0.65
F: 1.270 -0.635 1.547  -0.31
C: -7.646 -0.818 2.421  -0.97
C: 7.623 3.820 1.787  -0.99
H: 10.198 1.961 0.587  0.26
H: 7.589 4.506 2.635  0.34
H: -0.196 1.295 4.972  0.48
F: 2.326 0.453 3.170  -0.36
C: -2.311 -3.174 -6.386  -1.00

Values from the calculation:
- SMILES = O=C(O)NCCC(F)(F)C(F)(F)S(F)(F)(F)(F)F.CN(C)P(=O)(N(C)C)N(C)C.CN(C)P(=O)(N(C)C)N(C)C.CN(C)P(=O)(N(C)C)N(C)C
- HOMO-LUMO gap (eV) = 8.1
- energy relative to the best compared isomer or geometry (same formula, charge and spin) (eV) = 0.000
- HOMO energy (hartree) = -0.2905
- total charge = 0

> What is the formula in the first record?

C23H57NO9PS7